No. 1
Below is H18HeO9 as an isolated structure, with properties calculated with ωB97M-V/def2-TZVPD.

Properties
* HOMO level: -0.375 Ha
* gap between HOMO and LUMO: 9.9 eV
* energy relative to the best compared isomer or geometry (same formula, charge and spin): 65.7 kJ/mol
* total charge: 0

```
28
Properties=species:S:1:pos:R:3:forces:R:3
O 0.890895 -17.510176 6.015391 0.14 -0.31 0.16
O -0.700069 -16.153147 4.317060 -0.69 0.08 -0.32
O 4.286064 -15.210378 5.278301 -0.15 -0.02 -0.17
O 2.733908 -14.944546 0.468267 0.34 0.80 -0.18
O 1.359719 -19.566288 1.682166 0.30 0.05 0.17
O 1.628606 -14.744647 6.353786 -0.17 0.57 0.19
O 1.341401 -14.555480 2.940386 -0.15 -0.17 -0.09
O 3.172203 -17.725980 0.371455 0.21 0.10 -0.27
O -0.484083 -17.446143 1.242120 -0.25 0.12 -0.37
He 1.963740 -17.046984 3.543731 0.07 -0.05 -0.02
H 1.123456 -13.763382 2.449155 -0.26 0.39 -0.06
H 2.270669 -14.460249 3.149277 0.35 0.04 0.40
H 0.270484 -17.864808 6.652217 -0.26 -0.05 0.33
H 1.404417 -20.134600 2.451088 -0.08 -0.11 0.28
H 5.065059 -15.727174 5.072552 0.14 -0.21 -0.06
H 1.406342 -18.266652 5.735563 0.25 -0.14 -0.12
H 1.065789 -15.503842 6.201795 -0.06 -0.14 0.00
H 2.446568 -14.958605 5.905005 0.27 -0.25 -0.04
H 0.147530 -18.148585 1.396649 0.13 -0.21 0.09
H -0.163544 -16.757316 4.830245 0.16 -0.19 0.06
H 1.269031 -20.168439 0.943635 -0.03 -0.11 -0.40
H 2.894685 -15.879628 0.341742 -0.07 -0.57 -0.12
H -0.095677 -15.458604 4.055241 0.26 0.38 -0.12
H 4.123189 -17.794218 0.456385 0.32 0.00 -0.09
H -0.265680 -16.779471 1.893336 -0.13 0.24 0.35
H 4.618781 -14.326584 5.434602 0.08 0.32 0.11
H 2.213382 -14.896888 1.270143 -0.30 -0.25 0.02
H 2.829645 -18.163691 1.150736 -0.43 -0.30 0.25
```
Forces are in eV/Å.

---

No. 2
Below is C23H27AsF5MnN5O4Te as an isolated structure, with properties calculated with ωB97M-V/def2-TZVPD.

Properties
* HOMO level (spin up / spin down): -0.532 / -0.531 Ha
* gap between HOMO and LUMO (spin up / spin down): 5.9 / 7.2 eV
* total charge: +2
* 2S+1: 4

```
67
Properties=species:S:1:pos:R:3:forces:R:3
Te -4.117319 1.237119 1.582514 -0.07 -0.43 -0.03
As 1.033313 0.227164 -0.963664 0.27 -0.05 -0.24
Mn -1.299458 0.248489 0.041552 -0.60 -0.51 -0.13
F -4.452883 2.852671 2.382147 -0.46 -0.03 0.09
F -3.973180 2.308909 0.055377 0.41 0.16 0.08
F -4.643963 0.354871 3.118470 0.18 -0.24 -0.04
F -2.492366 1.439978 2.593368 0.11 0.42 -0.24
F -5.826871 0.873753 1.033340 0.05 0.09 -0.16
O -2.338609 0.154627 -3.826527 -0.05 -0.04 0.00
O -2.052324 2.785294 -2.971736 -0.02 0.02 0.01
O -0.458925 -0.532317 1.599518 0.36 0.04 -0.09
O -3.183973 -0.069949 0.674455 -0.16 0.40 0.46
N -1.748197 0.865619 -1.696998 0.05 0.08 0.01
N -1.287353 -0.776688 3.696328 -0.02 -0.09 -0.11
N 0.211107 -2.296970 2.834925 0.02 -0.01 -0.02
N -0.990840 2.229877 0.323881 0.21 -0.16 0.03
N -1.659526 -1.555249 -0.847728 -0.11 0.13 0.06
C 5.791864 0.398191 -0.545556 -0.01 0.00 0.00
C 1.803133 1.980039 -1.157911 -0.05 0.06 0.02
C -0.910670 4.976185 0.510318 -0.01 0.00 -0.01
C -2.192930 -1.440779 -2.073971 -0.02 0.03 0.02
C 4.109942 -1.611316 -1.467307 0.01 0.01 -0.04
C -2.941570 -3.690030 -2.040486 0.01 0.00 0.00
C 2.280754 -0.861660 0.079862 -0.03 -0.09 0.10
C -0.522164 -1.191227 2.696646 -0.26 0.15 0.21
C -1.344856 4.372050 -0.661751 0.03 0.01 0.00
C 5.389191 -1.486014 -1.987415 -0.02 -0.01 0.00
C 3.663438 -0.730960 -0.483758 -0.02 0.00 0.01
C 1.068709 -0.467569 -2.756706 -0.07 -0.04 -0.02
C -2.412517 -3.802632 -0.762109 0.02 -0.03 0.00
C 6.228036 -0.478653 -1.530798 0.01 0.01 -0.01
C -0.523558 2.808240 1.440672 0.00 0.01 -0.03
C 0.265256 -3.097300 4.055810 0.01 0.01 -0.01
C 4.514053 0.273730 -0.024787 0.01 0.01 0.01
C -0.476543 4.182445 1.564121 0.01 -0.02 0.03
C -2.825259 -2.482934 -2.714193 0.05 -0.03 -0.02
C -1.779440 -2.715972 -0.191735 0.14 -0.01 -0.07
C -2.119560 -0.072564 -2.675143 0.05 0.12 0.01
C -1.778787 2.249491 -1.941414 -0.01 -0.06 -0.05
C -1.363148 2.998053 -0.713638 -0.03 -0.01 0.04
H 0.677785 -2.524048 4.886707 0.00 0.00 0.00
H -2.495807 -4.721930 -0.200292 0.00 0.00 -0.01
H 0.859355 -2.492412 2.091067 0.01 0.01 0.00
H -0.114692 4.618214 2.484319 0.00 0.01 -0.01
H -1.908538 0.004794 3.529709 0.01 0.02 0.05
H 4.185483 0.947772 0.759158 0.00 0.00 0.00
H 2.211223 -0.528892 1.114493 -0.01 0.03 -0.01
H 2.789473 1.833113 -1.597185 0.01 0.03 0.00
H 0.658660 -1.474783 -2.797318 0.02 -0.01 0.02
H 6.451971 1.171226 -0.176254 0.00 0.00 0.00
H -0.202175 2.150596 2.234308 -0.03 0.00 0.02
H 1.900907 -1.882370 0.002873 0.00 0.00 0.01
H -3.226665 -2.319364 -3.705140 -0.01 0.00 0.01
H 7.226640 -0.383099 -1.934726 0.00 0.00 0.00
H 0.503951 0.189594 -3.416016 0.02 0.02 0.00
H 2.116059 -0.483260 -3.058625 -0.01 -0.01 -0.03
H -0.903853 6.054224 0.600538 0.01 0.00 -0.01
H 3.464991 -2.411243 -1.814943 0.00 0.00 0.01
H -1.670939 4.929661 -1.529287 -0.01 0.00 0.01
H -1.359238 -1.287107 4.560132 0.01 0.00 0.00
H -1.355564 -2.768646 0.798959 -0.02 0.02 0.04
H 0.907337 -3.953534 3.875461 0.00 0.00 0.01
H -0.726490 -3.468550 4.314572 0.00 0.00 0.00
H 5.734915 -2.180584 -2.740812 0.00 0.00 0.00
H 1.186706 2.571300 -1.833061 0.00 -0.02 -0.02
H 1.895489 2.481162 -0.197143 0.00 -0.01 0.01
H -3.448995 -4.527844 -2.499467 0.00 0.00 0.00
```
Forces are in eV/Å.

---

No. 3
Below is one molecule with the formula C17H27NO3, with properties calculated with ωB97M-V/def2-TZVPD.

Properties
* HOMO level: -0.309 Ha
* gap between HOMO and LUMO: 9.2 eV
* energy relative to the best compared isomer or geometry (same formula, charge and spin): 92.5 kJ/mol
* total charge: 0

```
48
Properties=species:S:1:pos:R:3:forces:R:3
O 1.320518 -0.010986 2.431996 0.06 -0.06 0.43
O -1.902946 -0.313753 -0.104719 -0.03 -0.09 -0.26
O 2.621664 1.292912 -1.458021 0.07 -0.27 -0.03
N 0.844030 -0.287038 0.250875 -0.05 -0.11 -0.23
C 3.704975 -0.759924 -1.546021 -0.08 0.19 -0.01
C 0.934490 2.588900 -0.208564 0.42 -0.19 0.05
C -0.522249 -2.257309 -0.253454 -0.05 0.38 0.34
C 4.024070 0.568186 0.428376 -0.16 0.32 -0.13
C 3.446041 0.406525 -0.823897 0.23 -0.20 -0.15
C -2.744201 0.528176 0.646907 -0.29 0.11 0.27
C -4.748445 0.159204 -0.852521 -0.13 -0.14 0.26
C 2.305354 2.549505 -0.897086 -0.30 0.48 0.02
C 4.838371 -0.425643 0.944132 0.07 -0.13 -0.03
C 0.883107 1.972751 1.187597 -0.06 -0.03 -0.06
C 5.090928 -1.580793 0.228840 0.11 -0.08 0.13
C 4.519983 -1.742294 -1.023367 -0.03 0.02 -0.02
C 0.802726 -1.726428 0.296536 -0.02 -0.32 0.00
C -1.726857 -1.611621 0.428741 0.03 -0.27 -0.12
C -4.228660 0.156391 0.583181 0.44 0.05 -0.39
C 1.048331 0.463685 1.344653 -0.06 0.37 -0.17
C -6.207340 -0.271034 -0.930040 0.21 0.10 -0.09
H 0.195092 2.123565 -0.863867 -0.07 0.09 -0.09
H 3.087306 2.894776 -0.214747 -0.01 -0.01 -0.07
H 4.708515 -2.639329 -1.595119 0.01 -0.06 -0.05
H -4.640661 1.163067 -1.269455 0.08 0.02 -0.06
H 1.638535 -2.139346 -0.280888 -0.04 0.00 0.13
H -2.412789 0.545223 1.697193 0.03 0.05 -0.09
H -1.558200 -1.551068 1.513784 -0.03 0.00 -0.02
H 3.842050 1.447124 1.025422 -0.07 0.08 0.05
H -2.623994 -2.222015 0.250954 0.05 0.07 0.08
H 3.251090 -0.868718 -2.519182 -0.05 -0.01 -0.12
H -4.378317 -0.830608 1.025789 -0.06 -0.02 0.09
H -0.588138 -2.045695 -1.322201 -0.06 -0.11 -0.10
H 1.630793 2.441071 1.832221 -0.04 -0.07 0.03
H 2.278278 3.234540 -1.753214 0.06 -0.07 0.18
H 5.724499 -2.350346 0.642400 0.06 -0.06 0.04
H -6.331384 -1.279016 -0.539663 -0.06 -0.11 0.04
H -4.786097 0.877500 1.184163 -0.04 -0.01 0.09
H -2.599194 1.523567 0.216121 -0.04 0.01 0.11
H -6.834511 0.400076 -0.346910 -0.13 0.04 0.05
H -6.555160 -0.257551 -1.960214 -0.13 -0.03 -0.07
H -0.559342 -3.337279 -0.110281 0.00 -0.05 -0.07
H 0.570558 0.139656 -0.618629 0.03 0.13 0.17
H 5.271663 -0.290221 1.923573 0.02 0.01 0.09
H 0.929851 -2.008505 1.345069 0.02 -0.01 -0.16
H -4.133005 -0.514069 -1.452219 0.04 0.06 -0.05
H -0.092274 2.201117 1.629000 0.06 -0.02 0.08
H 0.660946 3.643095 -0.113248 -0.04 -0.02 -0.07
```
Forces are in eV/Å.

---

No. 4
Below is one molecule with the formula C7H12NO4PS at a distorted geometry, with properties calculated with ωB97M-V/def2-TZVPD.

Properties
* HOMO level: -0.313 Ha
* gap between HOMO and LUMO: 8.4 eV
* energy relative to the best compared isomer or geometry (same formula, charge and spin): 0.0 kJ/mol
* total charge: 0

```
26
Properties=species:S:1:pos:R:3:forces:R:3
S -2.226801 -0.772392 -0.376556 -0.66 0.49 0.04
P 0.700636 -0.782827 -1.268339 -0.59 -1.99 1.11
O -1.493787 -0.948033 -2.980645 1.18 -0.33 3.40
O 0.574438 -1.098667 0.282777 -1.21 -0.81 0.32
O 1.559839 0.372368 -1.462648 0.23 0.90 -1.21
O 1.238560 -2.202135 -1.812985 -0.36 0.84 -0.52
N -2.045036 0.841854 2.401966 0.64 0.55 -0.23
C -3.121536 1.428297 2.713174 -0.31 -1.55 2.25
C -1.238943 1.303698 1.276310 -1.79 0.10 3.02
C 2.074965 -2.115005 -2.977383 -1.25 1.19 -1.57
C 1.810156 -1.106701 0.960248 1.15 -1.38 -1.39
C -1.137203 -0.895113 -1.796557 -0.40 0.72 -2.76
C -1.418473 0.729051 0.128573 0.51 -0.89 -2.26
C -0.269804 2.426573 1.552743 -3.96 1.05 0.28
H 2.375066 -1.976150 0.616300 0.30 0.07 -0.48
H -0.827291 1.104246 -0.691254 0.10 0.42 -0.09
H -0.319030 3.056299 0.680006 0.10 0.63 -0.12
H 0.686127 2.117328 1.645277 3.14 -1.24 0.53
H -0.610792 2.964813 2.475824 0.48 -0.29 -0.95
H 2.739990 -1.284087 -2.815340 0.59 0.07 -0.22
H 2.281011 -0.222770 0.635194 1.19 1.06 0.35
H -3.573234 2.250878 2.201132 -0.14 0.67 -0.60
H 1.522785 -1.928719 -3.973157 0.33 -0.18 1.71
H -3.696250 1.073084 3.681303 1.16 0.55 -2.02
H 1.855201 -1.298280 1.998360 -1.26 0.53 1.32
H 2.559405 -3.037608 -3.094323 0.83 -1.18 0.11
```
Forces are in eV/Å.

---

- Which of these has the highest total charge?
  C23H27AsF5MnN5O4Te